C3H5ClO | ωB97M-V/def2-TZVPD

XYZ file:
```
10
Properties=species:S:1:pos:R:3
Cl 0.1381 3.1682 -0.1009
O 0.6092 -0.0336 -0.5572
C -0.6844 1.7364 0.4726
C 0.6816 -1.4853 -0.5270
C -0.3716 0.4889 0.3000
H -0.8759 -0.2913 0.7211
H 1.3326 -1.8021 -1.2908
H -1.5288 1.9038 1.1396
H 1.0302 -1.8280 0.4493
H -0.3311 -1.8570 -0.6066
```

Gap between HOMO and LUMO ... 9.93 eV
SMILES string ... CO/C=C\Cl
Relative energy (zero: lowest compared OMol25 entry of this formula, charge and spin) ... 31.6 kcal per mole
LUMO energy ... 0.92 eV
Electronic energy ... -17760.4087 eV

Per-atom natural (NBO) charges, elementary charge units:
1. Cl -0.004
2. O -0.513
3. C -0.294
4. C -0.243
5. C 0.114
6. H 0.172
7. H 0.204
8. H 0.220
9. H 0.173
10. H 0.171